[1]
The following is a DFT calculation (ωB97M-V/def2-TZVPD) of a molecular structure, C37H29NO5PS2SiZr.

The geometry in ORCA input format:
```
! RIJCOSX wB97M-V def2-TZVPD def2/J DEFGRID3
* xyz 1 1
Zr -0.3478 0.1630 -0.0957
O -3.5022 -2.0069 2.0741
C -2.4671 -1.3063 1.6945
O -2.1582 -1.1322 0.5202
C -1.6443 -0.6946 2.7666
C -1.8695 -0.7234 4.1253
C -0.9375 -0.0782 4.9398
C 0.1685 0.5379 4.3768
C 0.3056 0.5070 2.9960
N -0.5934 -0.0822 2.2311
C 1.4666 1.0782 2.2110
O 2.3786 1.6327 2.7571
O 1.3233 0.8678 0.9164
H -3.9636 -2.3536 1.2919
H -2.7325 -1.2300 4.5328
H -1.0749 -0.0700 6.0127
H 0.9229 1.0345 4.9709
S 0.1550 2.0367 -1.8126
P -1.0507 3.1475 -0.6451
S -2.3111 1.8164 0.2497
C -1.9819 4.3379 -1.6079
C -3.0019 3.8791 -2.4416
C -3.6952 4.7776 -3.2316
C -3.3701 6.1288 -3.1935
C -2.3533 6.5843 -2.3693
C -1.6530 5.6901 -1.5721
C -0.1473 4.0467 0.6192
C -0.8691 4.6657 1.6434
C -0.1945 5.3564 2.6334
C 1.1955 5.4226 2.6107
C 1.9109 4.8024 1.6002
C 1.2410 4.1136 0.5971
H -3.2484 2.8245 -2.4651
H -4.4888 4.4284 -3.8781
H -3.9148 6.8300 -3.8119
H -2.1035 7.6363 -2.3446
H -0.8582 6.0438 -0.9284
H -1.9510 4.6041 1.6636
H -0.7484 5.8426 3.4254
H 1.7196 5.9577 3.3916
H 2.9914 4.8396 1.5947
H 1.7951 3.6105 -0.1845
O -0.0752 -1.1549 -1.4945
Si 0.7477 -2.6072 -1.3642
C 2.4598 -2.3848 -2.0290
C 2.8515 -1.1459 -2.5441
C 4.1518 -0.9345 -2.9837
C 5.0779 -1.9639 -2.9167
C 4.7048 -3.2041 -2.4147
C 3.4076 -3.4104 -1.9751
C -0.3009 -3.9330 -2.1074
C -0.0588 -5.2817 -1.8289
C -0.8402 -6.2770 -2.3960
C -1.8795 -5.9343 -3.2501
C -2.1358 -4.6012 -3.5366
C -1.3515 -3.6070 -2.9683
C 0.8725 -2.8281 0.5065
C 1.9093 -2.2092 1.2079
C 1.9784 -2.2724 2.5979
C 1.0115 -2.9655 3.3074
C -0.0295 -3.5977 2.6286
C -0.0971 -3.5228 1.2474
H 2.1324 -0.3376 -2.6121
H 4.4411 0.0302 -3.3796
H 6.0921 -1.8028 -3.2583
H 5.4265 -4.0091 -2.3672
H 3.1356 -4.3854 -1.5833
H 0.7464 -5.5618 -1.1567
H -0.6401 -7.3170 -2.1737
H -2.4898 -6.7094 -3.6953
H -2.9441 -4.3380 -4.2065
H -1.5556 -2.5672 -3.1957
H 2.7001 -1.7002 0.6666
H 2.7986 -1.7974 3.1229
H 1.0797 -3.0351 4.3862
H -0.7707 -4.1653 3.1786
H -0.8980 -4.0352 0.7232
*
```

Properties
**Kohn-Sham gap**: 7.264 eV

[2]
The following is a DFT calculation (ωB97M-V/def2-TZVPD) of 10 unconnected molecules or ions with the total composition C48H114N18O4P4 in a non-equilibrium geometry.

The geometry in ORCA input format:
```
! RIJCOSX wB97M-V def2-TZVPD def2/J DEFGRID3
* xyz 0 1
C -5.1703 1.5416 -2.3881
C -5.6299 0.9683 -3.7543
C -4.4631 0.4009 -4.5771
C -3.5532 1.4060 -5.0637
N -2.7925 2.2230 -5.3046
H -5.5703 2.4985 -2.0999
H -4.0504 1.6630 -2.3465
H -5.5469 0.8794 -1.5973
H -6.0140 1.8232 -4.3195
H -6.4503 0.3103 -3.6795
H -4.8875 -0.1829 -5.3676
H -3.8319 -0.1838 -3.9285
C 6.6647 0.2949 -1.5885
C 6.9153 1.0820 -0.3636
C 6.4944 2.5093 -0.5698
C 5.0611 2.7803 -0.3656
N 3.9263 2.9682 -0.3177
H 6.9593 -0.7242 -1.5518
H 7.0700 0.7610 -2.5043
H 5.6153 0.2300 -1.7902
H 7.9762 1.0734 -0.2845
H 6.4514 0.6494 0.5632
H 6.7138 2.8306 -1.5732
H 7.0896 3.2160 0.0754
C 4.6339 -0.2570 -4.2786
C 3.5724 -0.7929 -5.2882
C 2.2421 -1.0192 -4.5919
C 2.4749 -2.0212 -3.4573
N 2.7229 -2.8227 -2.6852
H 5.2821 -0.9931 -3.8152
H 4.1006 0.2648 -3.4725
H 5.2451 0.5252 -4.7395
H 3.9155 -1.7445 -5.6602
H 3.3725 -0.0705 -6.0589
H 1.5403 -1.3670 -5.3616
H 1.9098 -0.0905 -4.2648
C -6.4446 -5.2045 -2.5456
C -5.3749 -4.1832 -3.0311
C -4.2845 -3.7156 -2.0476
C -3.3929 -2.7005 -2.6222
N -2.5876 -1.9673 -2.9649
H -7.2151 -5.1632 -3.3882
H -6.9507 -4.8820 -1.5792
H -6.0134 -6.1847 -2.5178
H -5.9352 -3.2825 -3.4042
H -4.9561 -4.6077 -3.9424
H -3.5987 -4.6247 -1.7543
H -4.7652 -3.2613 -1.2012
C 3.8995 -2.2211 1.4677
C 4.9479 -2.2829 0.3235
C 5.1485 -3.7317 -0.2227
C 6.0912 -3.7392 -1.3958
N 6.8805 -3.6669 -2.2377
H 4.3193 -2.6859 2.3763
H 3.0010 -2.8818 1.2390
H 3.4740 -1.2306 1.7603
H 5.9047 -1.8901 0.6890
H 4.6943 -1.6175 -0.4555
H 4.1781 -4.1330 -0.4635
H 5.5685 -4.3607 0.6157
C 0.1134 1.2282 -1.9591
C -1.1647 0.7485 -1.2756
C -0.9998 -0.3567 -0.2521
C -0.1023 0.0376 0.8454
N 0.5681 0.2408 1.7439
H 1.0039 0.9937 -1.3586
H 0.3070 2.2766 -2.2979
H 0.1772 0.6316 -2.8996
H -1.9429 0.3927 -1.9905
H -1.7105 1.5269 -0.6724
H -0.4067 -1.1284 -0.7012
H -1.9557 -0.7756 0.1332
O 0.5821 -2.2500 7.8323
P 0.9528 -1.1697 6.8447
N 2.1881 -1.6859 5.8041
C 2.3334 -3.1213 5.6156
C 2.9548 -0.7875 5.0301
N 1.6901 0.1647 7.4595
C 0.6698 1.0252 8.1375
C 2.9128 -0.1050 8.2164
N -0.3498 -0.5902 6.0526
C -0.2557 0.2538 4.8276
C -1.6968 -0.8921 6.5658
H 1.7357 -3.6750 6.3854
H 3.3629 -3.4571 5.6320
H 1.8720 -3.5552 4.6821
H 4.0264 -1.0168 5.1714
H 2.7454 0.2212 5.4319
H 2.6269 -0.8560 3.9709
H -0.1791 1.3152 7.5198
H 0.3140 0.6162 9.0703
H 1.1431 2.0258 8.3445
H 3.2015 0.8039 8.7826
H 2.8195 -0.9365 8.9709
H 3.7221 -0.3004 7.4861
H 0.8164 0.3882 4.6349
H -0.7337 -0.2100 3.9548
H -0.7544 1.2135 4.8056
H -2.1443 -0.0736 7.1189
H -1.5962 -1.5583 7.4312
H -2.3325 -1.3061 5.8101
O -3.1122 -3.2445 0.5573
P -2.1044 -4.1570 1.1846
N -0.5257 -4.3198 0.6142
C 0.5508 -3.7855 1.3808
C -0.2336 -4.4406 -0.7889
N -2.6527 -5.7898 0.9728
C -4.0400 -6.0665 0.9757
C -1.7493 -6.9488 0.9731
N -1.9464 -3.8442 2.8446
C -2.1162 -2.4996 3.4273
C -1.9982 -4.9523 3.8381
H 1.0383 -2.9148 0.8854
H 1.3013 -4.5022 1.5074
H 0.1934 -3.3849 2.3761
H 0.0424 -3.5082 -1.2352
H -1.0710 -4.8508 -1.3379
H 0.6019 -5.0637 -0.8925
H -4.6007 -5.1328 0.7669
H -4.2489 -6.7351 0.1729
H -4.2738 -6.5179 1.9307
H -1.8070 -7.5640 1.8879
H -2.0002 -7.6578 0.1510
H -0.7141 -6.5661 0.8993
H -3.1162 -2.3067 3.8296
H -1.3373 -2.4087 4.2050
H -1.9145 -1.7474 2.6263
H -3.0318 -5.3814 3.8944
H -1.6972 -4.5650 4.7872
H -1.3517 -5.6999 3.5301
O 2.3041 2.1160 -5.8767
P 2.2105 3.6220 -6.0852
N 3.8242 4.0315 -6.4536
C 4.4635 5.3042 -6.3611
C 4.4832 3.1208 -7.2977
N 1.8961 4.3982 -4.6586
C 2.8432 4.1590 -3.5961
C 0.7807 5.2390 -4.3851
N 1.1446 4.2313 -7.1929
C 0.1119 3.4208 -7.7513
C 1.1752 5.6076 -7.6571
H 4.6938 5.7183 -7.3322
H 5.4428 5.2823 -5.8174
H 3.9065 6.0231 -5.7356
H 4.5628 3.3352 -8.4161
H 3.9473 2.1844 -7.2577
H 5.4785 2.9086 -6.9402
H 3.5638 3.4075 -3.9674
H 3.3578 5.0495 -3.2743
H 2.5012 3.6356 -2.6728
H 1.0118 6.3924 -4.4159
H 0.0015 4.9481 -5.0705
H 0.4087 5.0613 -3.3505
H -0.8243 3.7220 -7.2921
H 0.1018 3.5274 -8.8012
H 0.2431 2.3757 -7.4874
H 1.7396 5.6022 -8.6243
H 1.7040 6.3028 -6.9841
H 0.1050 6.0116 -7.8066
O -4.7767 4.8203 3.5584
P -3.8849 3.6603 3.3244
N -3.3656 2.7378 4.6224
C -2.7975 3.5080 5.7545
C -4.1410 1.5104 5.0348
N -2.5305 4.0362 2.4260
C -2.7141 4.8721 1.2192
C -1.0985 3.8087 2.7920
N -4.6969 2.4176 2.3978
C -6.1713 2.5051 2.1441
C -3.9614 1.2971 1.7846
H -2.4583 4.4590 5.3886
H -1.9782 2.8500 6.1562
H -3.3914 3.6436 6.6284
H -3.9672 0.5757 4.5027
H -5.2480 1.7966 4.8812
H -4.0213 1.3609 6.0745
H -1.9631 5.6061 1.1913
H -2.6547 4.3218 0.3153
H -3.6677 5.4228 1.3400
H -0.5296 4.6202 3.1946
H -1.0694 3.0615 3.5716
H -0.4969 3.4916 1.9406
H -6.5243 3.4001 2.5928
H -6.2719 2.5425 1.0008
H -6.7334 1.7325 2.5944
H -4.0762 1.3003 0.7120
H -4.2654 0.3114 2.1684
H -2.9052 1.4397 2.0550
*
```

Properties
**Kohn-Sham gap**: 8.823 eV
**SMILES**: CN(C)P(=O)(N(C)C)N(C)C.CN(C)P(=O)(N(C)C)N(C)C.CN(C)P(=O)(N(C)C)N(C)C.CN(C)P(=O)(N(C)C)N(C)C.CCCC#N.CCCC#N.CCCC#N.CCCC#N.CCCC#N.CCCC#N

[3]
The following is a DFT calculation (ωB97M-V/def2-TZVPD) of a molecular structure, C10H22N2OS2Ti.

The geometry in ORCA input format:
```
! RIJCOSX wB97M-V def2-TZVPD def2/J DEFGRID3
* xyz 3 2
Ti 0.3922 0.2306 -0.2631
C 2.3198 2.3877 -0.2031
C 2.9607 1.2252 -0.9662
N 2.4569 -0.1317 -0.5466
C 3.0804 -0.7196 0.6853
C 2.6858 -0.0334 1.9837
S 0.8623 0.2538 2.1243
C 0.7280 2.0768 2.3656
C 0.2247 2.8163 1.1287
N 0.8187 2.2943 -0.1464
H 2.6921 2.4367 0.8143
H 2.6136 3.3205 -0.6868
H 2.7723 1.3205 -2.0391
H 4.0439 1.2715 -0.8269
H 2.7101 -0.7650 -1.3067
H 2.7740 -1.7677 0.7112
H 4.1704 -0.7052 0.5940
H 2.9618 -0.6742 2.8215
H 3.1845 0.9207 2.1321
H 0.0332 2.2285 3.1917
H 1.7004 2.4236 2.7116
H -0.8598 2.7157 1.0350
H 0.4405 3.8826 1.2396
H 0.4428 2.8698 -0.9023
O -1.1491 -0.7437 -0.3432
S -2.3546 -1.6744 0.1827
C -3.8299 -0.9418 -0.5974
C -4.4923 -2.0927 -1.3519
C -3.3601 -2.8678 -2.0156
C -2.3328 -3.1266 -0.9185
H -3.4489 -0.1811 -1.2818
H -4.4406 -0.4825 0.1777
H -5.2017 -1.6891 -2.0739
H -5.0537 -2.7290 -0.6657
H -2.9178 -2.2962 -2.8331
H -3.7064 -3.8162 -2.4246
H -1.3038 -3.2824 -1.2425
H -2.6178 -3.9542 -0.2635
*
```

Properties
**Kohn-Sham gap (alpha / beta)**: 9.113 / 9.572 eV

Computed values of electronic energy (unit: a.u.) for the preceding records, in sequence: -3332.7832; -4549.3374; -2223.8408.
Computed values of M (unit: g mol⁻¹) for the preceding records, in sequence: 782.06; 1131.46; 298.30.
Computed values of energy relative to the best compared isomer or geometry (same formula, charge and spin) (unit: kcal per mole) for the preceding records, in sequence: 0.00; 31.27; 0.00.